P.
The following is a DFT calculation (wB97M-V/def2-TZVPD) of one molecule with the formula C4H6F2O.

Results
- Charge: 0
- Multiplicity: 1
- HOMO: -10.6 eV
- Kohn-Sham gap: 10.3950 eV

Last column: Mulliken charge in e.
Positions of all 13 atoms, in Å:
C 0.183 -0.736 1.006  -1.1130
C 0.139 0.510 0.148  0.1180
C 1.263 0.366 -0.750  0.0617
O 1.792 -0.848 -0.891  -0.4815
C -1.051 0.306 -0.595  0.1759
F -2.162 0.493 0.359  -0.2928
F -1.221 1.313 -1.536  -0.2710
H -0.587 -0.944 1.888  0.2431
H -0.006 -1.656 0.217  0.2452
H 1.055 -1.049 1.563  0.3719
H 0.076 1.383 0.812  0.4052
H 1.590 1.543 -1.139  0.2377
H -1.072 -0.681 -1.081  0.2995


Q.
The following is a DFT calculation (wB97M-V/def2-TZVPD) of one molecule with the formula C4H6F2O.

Results
- Charge: 0
- Multiplicity: 1
- HOMO: -9.7 eV
- Kohn-Sham gap: 10.5076 eV

Last column: Mulliken charge in e.
Positions of all 13 atoms, in Å:
C 1.424 -0.370 0.624  -1.1292
C 0.660 0.331 -0.474  0.0396
O 0.913 1.666 -0.636  -0.5230
C -1.099 0.131 -0.092  0.1728
F -1.425 1.082 0.804  -0.2780
C -1.956 -0.789 -0.476  -0.0818
F -3.218 -0.818 -0.006  -0.2388
H 1.315 0.157 1.569  0.3250
H 2.483 -0.393 0.361  0.3176
H 1.069 -1.389 0.742  0.3456
H 0.771 -0.154 -1.444  0.3505
H 0.819 2.121 0.211  0.3696
H -1.756 -1.576 -1.183  0.3301


R.
The following is a DFT calculation (wB97M-V/def2-TZVPD) of one molecule with the formula C4H6F2O.

Results
- Charge: 0
- Multiplicity: 1
- HOMO: -9.9 eV
- Kohn-Sham gap: 10.6992 eV

Last column: Mulliken charge in e.
Positions of all 13 atoms, in Å:
C -1.444 1.317 1.405  -0.6293
O -0.293 1.420 0.676  -0.3548
C 0.609 0.227 0.606  -0.2296
C 1.254 -0.445 -0.466  0.0265
F 1.105 -0.154 -1.727  -0.2701
C 0.104 -1.201 0.158  -0.2482
F -1.009 -1.175 -0.744  -0.2942
H -1.183 1.417 2.488  0.2444
H -1.950 0.401 1.220  0.3226
H -2.064 2.052 0.987  0.2515
H 1.330 0.176 1.316  0.4283
H 2.213 -0.832 -0.199  0.3293
H -0.006 -2.005 0.798  0.4236


Stability ranking, top entry: Q; the second entry is 24.7 kcal/mol less favorable.


P.
The following is a DFT calculation (wB97M-V/def2-TZVPD) of a 2-piece molecular cluster, C4H2O3 overall.

Results
- Charge: 0
- Multiplicity: 1
- HOMO: -9.1 eV
- Kohn-Sham gap: 8.5713 eV

Last column: Mulliken charge in e.
Positions of all 9 atoms, in Å:
C -0.226 -1.644 1.014  -0.4821
C -0.472 -1.106 -0.151  -0.1501
C -1.061 -0.145 -0.781  0.4699
O -1.464 0.314 -1.748  -0.3375
H 0.331 -2.491 1.228  0.2855
H -0.521 -1.203 1.987  0.2146
O 2.013 1.364 -0.738  -0.3896
C 1.123 2.090 -0.515  0.7276
O 0.277 2.822 -0.296  -0.3383


Q.
The following is a DFT calculation (wB97M-V/def2-TZVPD) of one molecule with the formula C4H2O3.

Results
- Charge: 0
- Multiplicity: 1
- HOMO (spin up / spin down): -10.7 / -10.7 eV
- Kohn-Sham gap (spin up / spin down): 8.8006 / 8.8011 eV

Last column: Mulliken charge in e.
Positions of all 9 atoms, in Å:
O 1.042 1.980 -0.039  -0.4635
C 0.521 0.916 0.066  0.6158
C -0.938 0.611 -0.017  -0.5149
C -0.978 -0.721 0.016  0.0103
O 0.236 -1.344 -0.097  -0.2431
C 1.196 -0.417 0.078  0.3672
O 2.591 -0.768 -0.013  -0.5012
H -1.827 1.214 -0.040  0.3829
H -1.843 -1.472 0.045  0.3467


Stability ranking, top entry: P; the second entry is 20.5 kcal/mol less favorable.


P.
The following is a DFT calculation (wB97M-V/def2-TZVPD) of a 2-piece molecular cluster, C4H14N4O overall.

Results
- Charge: 0
- Multiplicity: 1
- HOMO: -7.6 eV
- Kohn-Sham gap: 8.5240 eV

Last column: Mulliken charge in e.
Positions of all 23 atoms, in Å:
C 1.627 -0.796 -1.353  -1.2727
C 1.584 -0.313 -0.105  0.6114
N 1.613 -1.107 1.031  -0.3705
N 1.365 1.046 0.166  0.5231
N 0.979 1.947 -0.835  -0.8510
N 1.073 1.420 1.489  -0.6429
H 1.814 -1.843 -1.515  0.2628
H 1.573 -0.172 -2.225  0.2492
H 2.125 -1.969 0.926  0.2078
H 1.813 -0.583 1.872  0.2656
H 1.716 2.010 -1.531  0.2893
H 0.120 1.587 -1.300  0.2936
H 1.485 2.336 1.636  0.2697
H 0.064 1.526 1.609  0.2031
C -2.262 -1.401 -0.333  -1.2973
C -1.623 -0.154 0.250  0.2846
O -2.481 0.662 0.988  -0.5433
H -2.627 -2.039 0.473  0.3315
H -1.517 -1.952 -0.902  0.3205
H -3.093 -1.144 -0.987  0.3666
H -0.842 -0.454 0.947  0.3311
H -1.273 0.516 -0.723  -0.1522
H -3.233 0.877 0.421  0.3201


Q.
The following is a DFT calculation (wB97M-V/def2-TZVPD) of C4H14N4O as an isolated structure.

Results
- Charge: 0
- Multiplicity: 1
- HOMO: -8.9 eV
- Kohn-Sham gap: 9.7751 eV

Last column: Mulliken charge in e.
Positions of all 23 atoms, in Å:
C 1.699 1.360 1.562  -0.8698
C 2.352 -1.232 -0.110  -0.8127
N 0.889 0.527 0.682  -0.1063
N 1.652 0.013 -0.408  -0.4570
H 0.461 -0.236 1.210  0.1965
H 1.009 -0.137 -1.177  0.2633
H 2.571 0.848 1.993  0.2884
H 3.131 -1.055 0.633  0.2818
H 1.070 1.713 2.382  0.3338
H 2.055 2.222 0.998  0.2868
H 1.686 -2.026 0.266  0.2366
H 2.830 -1.592 -1.022  0.3516
C -2.018 1.427 -0.815  -0.6261
N -2.561 0.063 -0.701  -0.1851
C -1.534 -1.057 -0.911  0.0846
N -1.694 -1.637 0.274  -0.4601
O -0.889 -1.225 -1.920  -0.6130
H -3.336 -0.076 -1.345  0.2354
H -1.195 -2.491 0.485  0.2208
H -2.542 -0.688 0.442  0.5347
H -1.198 1.528 -0.104  0.1918
H -1.634 1.601 -1.823  0.2929
H -2.802 2.151 -0.591  0.3310


Stability ranking, top entry: Q; the second entry is 4.3 kcal/mol less favorable.


P.
The following is a DFT calculation (wB97M-V/def2-TZVPD) of a 2-piece molecular cluster, C3H14N4 overall.

Results
- Charge: 0
- Multiplicity: 1
- HOMO: -8.4 eV
- Kohn-Sham gap: 9.3860 eV

Last column: Mulliken charge in e.
Positions of all 21 atoms, in Å:
N -1.174 0.335 1.876  -0.5574
C 0.251 0.443 2.046  -0.2646
N 0.439 1.571 1.057  -0.5638
N 0.898 -0.819 1.784  -0.6196
H -1.603 -0.135 2.664  0.1697
H -1.160 1.392 1.354  0.4070
H 0.608 0.817 3.024  0.4674
H 1.291 2.088 1.250  0.2708
H 0.530 1.214 0.098  0.3009
H 1.909 -0.740 1.752  0.2536
H 0.542 -1.223 0.926  0.2145
C -1.346 -0.712 -1.475  -0.8564
C 0.100 -0.907 -1.915  -0.5416
N 0.861 0.334 -1.728  -0.5712
H -1.896 -1.647 -1.573  0.3227
H -1.399 -0.386 -0.435  0.1834
H -1.834 0.037 -2.100  0.3090
H 0.127 -1.262 -2.957  0.3472
H 0.576 -1.680 -1.305  0.3208
H 0.460 1.068 -2.304  0.2132
H 1.820 0.212 -2.039  0.1943


Q.
The following is a DFT calculation (wB97M-V/def2-TZVPD) of C3H14N4 as an isolated structure.

Results
- Charge: 0
- Multiplicity: 1
- HOMO: -8.1 eV
- Kohn-Sham gap: 9.1036 eV

Last column: Mulliken charge in e.
Positions of all 21 atoms, in Å:
C 2.580 -0.267 -0.415  -0.4333
C 2.986 -0.482 1.025  -0.9677
N 0.242 0.060 -0.405  -0.3954
H 1.529 0.393 -0.422  0.0705
H 0.199 -0.069 -1.420  0.1657
H 3.218 0.452 -0.936  0.3362
H 2.537 -1.187 -0.989  0.2288
H 2.913 0.446 1.597  0.2687
H 4.021 -0.829 1.098  0.3344
H 2.342 -1.224 1.498  0.2484
C -2.397 1.113 -0.929  -0.7945
N -1.608 0.142 -0.165  0.2938
N -1.776 0.409 1.250  -0.7181
N -2.138 -1.176 -0.442  -0.6597
H -1.389 -1.824 -0.218  0.2778
H -0.983 -0.063 1.683  0.2841
H -1.591 1.402 1.379  0.2531
H -2.926 -1.355 0.181  0.2808
H -3.438 1.137 -0.588  0.2809
H -1.953 2.101 -0.807  0.3272
H -2.369 0.822 -1.975  0.3184


Stability ranking, top entry: P; the second entry is 108.0 kcal/mol less favorable.